# 1
Molecular formula: C13H22BNO2Pr
Method: DFT, ωB97M-V/def2-TZVPD

Element x y z (Å)
1 C -0.3411 1.1715 -4.4219
2 C 1.0690 1.4052 -4.2646
3 C 1.2486 2.2867 -3.1465
4 C -0.0454 2.5926 -2.6120
5 C -1.0258 1.9103 -3.3989
6 Pr 0.2709 -0.3488 -2.1140
7 N -1.7266 -1.1742 -2.5623
8 C -0.0812 -2.4129 -2.8988
9 C 1.3465 -2.1772 -3.2173
10 H 2.1908 2.7295 -2.8282
11 H 1.8487 1.0654 -4.9440
12 H -0.2502 3.2921 -1.8037
13 H -2.1046 1.9856 -3.2867
14 H -0.8110 0.6096 -5.2272
15 H 1.5782 -2.1609 -4.2779
16 H -0.1524 -3.0454 -1.9871
17 H -2.5445 -1.8912 -2.4316
18 H 2.0255 -2.7230 -2.5631
19 H -0.4969 -2.8288 -3.8047
20 C -2.0481 0.0033 2.9962
21 C -0.6612 0.5559 2.6532
22 C -0.3718 1.7052 3.5848
23 O -0.7015 1.0703 1.3177
24 B -0.1666 0.0688 0.5771
25 O 0.3503 -1.0305 1.2189
26 C 0.4382 -0.5714 2.5766
27 C 1.8560 -0.0386 2.8145
28 C 0.2277 -1.7538 3.4841
29 H -2.3437 -0.8490 2.3678
30 H -2.7929 0.7982 2.8611
31 H -2.0826 -0.3053 4.0492
32 H -1.1533 2.4652 3.4739
33 H -0.3846 1.3532 4.6232
34 H 0.5971 2.1720 3.3807
35 H 1.9772 0.2676 3.8616
36 H 2.5748 -0.8466 2.6236
37 H 2.1194 0.8089 2.1647
38 H -0.7548 -2.2154 3.3434
39 H 0.9988 -2.5070 3.2880
40 H 0.3230 -1.4372 4.5301

## Properties
* E: -1255.5721 Ha
* F_max: 0.121 Eh/bohr
* spin multiplicity: 3
* total charge: -1

***

# 2
Molecular formula: C4H13N2O
Method: DFT, ωB97M-V/def2-TZVPD

Element x y z (Å)
1 C 2.2488 -0.5536 0.1459
2 C 1.5272 -0.4640 -1.2385
3 C 0.8444 0.8653 -1.3995
4 N -0.1864 1.1285 -0.3502
5 C -1.5003 0.9197 -0.5392
6 N -2.0375 -0.2437 -0.2855
7 H 2.9620 0.2766 0.1676
8 H 1.5642 -0.3693 0.9730
9 H 2.7847 -1.4941 0.2265
10 H 2.2800 -0.6813 -1.9950
11 H 0.8332 -1.3124 -1.2514
12 H 1.5720 1.6752 -1.3333
13 H 0.3032 0.9036 -2.3499
14 H 0.1439 1.1620 0.6055
15 H -2.1598 1.6211 -1.0389
16 H -3.0452 -0.3151 -0.2065
17 H -1.5751 -0.9208 0.3185
18 H -2.8899 -0.5692 2.9658
19 H -1.7167 -0.9564 3.7278
20 O -1.9526 -0.6722 2.8570

## Properties
* E: -344.6837 Ha
* F_max: 0.045 Eh/bohr
* spin multiplicity: 1
* total charge: +1

***

# 3
Molecular formula: C3H6FN
Method: DFT, ωB97M-V/def2-TZVPD

Element x y z (Å)
1 C -0.8253 -0.6027 0.2659
2 C 0.5378 0.0596 0.0014
3 C 0.9150 1.3750 0.0641
4 H -1.9462 0.3667 -1.1745
5 H -2.1981 0.8729 0.4067
6 H -0.8710 -0.8768 1.3243
7 H -0.8620 -1.4968 -0.2723
8 H 1.9690 1.5887 -0.0836
9 H 0.1858 2.1678 0.1986
10 N -1.9744 0.0823 -0.1740
11 F 1.5310 -0.9101 -0.1299

## Properties
* SMILES: C=C(F)CN
* E: -272.4887 Ha
* F_max: 0.056 Eh/bohr
* spin multiplicity: 1

***

# 4
Molecular formula: C6H8BrN2
Method: DFT, ωB97M-V/def2-TZVPD

Element x y z (Å)
1 C 1.0853 -1.3676 0.3317
2 C 1.5623 -0.2160 0.8558
3 C -0.1507 -1.5773 -0.4959
4 C -0.9286 -0.5903 -0.8840
5 C -0.2641 1.2829 0.2877
6 C -0.9346 2.5394 0.2242
7 N 0.9094 1.0410 0.8356
8 N -0.3370 -2.8264 -0.9993
9 Br -2.4658 -0.2240 -1.7135
10 H 1.8146 -2.2174 0.5929
11 H 2.5867 -0.3133 1.2913
12 H -1.3255 2.9081 1.2187
13 H -0.2648 3.3759 -0.0231
14 H -1.8124 2.7577 -0.3873
15 H 1.2892 1.8698 1.3321
16 H 0.3876 -3.4261 -1.0194
17 H -1.1516 -3.0163 -1.4473

## Properties
* E: -2916.5499 Ha
* F_max: 0.108 Eh/bohr
* spin multiplicity: 1
* total charge: +1

***

# 5
Molecular formula: C6H17N3
Method: DFT, ωB97M-V/def2-TZVPD

Element x y z (Å)
1 C -1.9340 1.3588 -1.3012
2 C -1.6059 0.3710 1.3888
3 N -0.6597 1.5135 -0.6368
4 C -0.4265 0.8076 0.5613
5 N -0.2519 2.8862 -0.6569
6 C 0.8474 0.6225 0.9991
7 H 0.7524 2.9260 -0.8098
8 H -0.4578 3.3404 0.2322
9 H -1.8398 1.7895 -2.2931
10 H -2.7644 1.8694 -0.7952
11 H -2.1661 0.3035 -1.3822
12 H -1.2786 0.0940 2.3849
13 H -2.0858 -0.5023 0.9463
14 H -2.3565 1.1608 1.4771
15 H 1.6522 1.1089 0.4762
16 H 1.0465 0.3722 2.0287
17 C 2.5534 -1.9004 0.0557
18 C 0.1979 -1.9845 -0.7989
19 N 1.1434 -1.8082 0.4066
20 H 0.9193 -2.5492 1.0679
21 H 2.8048 -1.0066 -0.5222
22 H 2.7993 -2.7887 -0.5384
23 H 3.1543 -1.9258 0.9648
24 H -0.8202 -2.1542 -0.4580
25 H 0.2555 -1.0667 -1.3830
26 H 0.5208 -2.8378 -1.4139

## Properties
* SMILES: C=C(C)N(C)N.CNC
* E: -402.9650 Ha
* F_max: 0.053 Eh/bohr
* spin multiplicity: 1

***

# 6
Molecular formula: CH4NOP
Method: DFT, ωB97M-V/def2-TZVPD

Element x y z (Å)
1 C 0.3069 0.2688 -1.3349
2 N -0.1611 -0.1121 2.3154
3 O 0.1889 0.3843 -0.0141
4 P -0.7631 -0.4708 0.9719
5 H -0.5687 -0.1865 -1.8318
6 H 1.2000 -0.3860 -1.4164
7 H 0.3386 1.1849 -1.7922
8 H -0.5415 -0.6825 3.1021

## Properties
* SMILES: [H]/N=P/OC
* E: -511.8236 Ha
* F_max: 0.081 Eh/bohr
* spin multiplicity: 1

***

# 7
Molecular formula: C5H6O2
Method: DFT, ωB97M-V/def2-TZVPD

Element x y z (Å)
1 O -1.9909 -1.8858 -1.2180
2 C -0.3027 -0.2578 0.4418
3 C 0.9466 -0.1774 -0.5133
4 O 0.6229 1.0681 -1.1102
5 C -0.2318 1.2503 0.0071
6 C 0.5196 1.0574 1.2501
7 C 1.3692 0.0253 0.8729
8 H -1.7388 -1.2254 -1.8743
9 H -1.6261 -1.5393 -0.3830
10 H 1.3177 -0.9730 -1.1522
11 H -1.0715 1.9318 -0.0929
12 H 0.2650 1.3734 2.2542
13 H 1.9208 -0.6474 1.5177

## Properties
* E: -344.4102 Ha
* F_max: 0.010 Eh/bohr
* spin multiplicity: 1

***

# 8
Molecular formula: C5H11N
Method: DFT, ωB97M-V/def2-TZVPD

Element x y z (Å)
1 N -0.9591 0.7286 -0.7903
2 C -1.1763 -0.7417 -0.9661
3 C -0.1070 -1.4137 0.0799
4 C 0.9988 -0.4843 -0.1091
5 C 0.4016 0.9232 -0.0798
6 C 0.1920 1.2916 1.3643
7 H -0.8973 1.1367 -1.7295
8 H -0.6639 -0.8862 -1.9988
9 H -2.3289 -0.9804 -0.7715
10 H -0.4456 -1.4213 1.0826
11 H 0.0794 -2.4182 -0.3222
12 H 1.9805 -0.4925 0.4939
13 H 1.2982 -0.7772 -1.1552
14 H 1.2293 1.5447 -0.5056
15 H 0.9619 0.9387 2.0579
16 H 0.0994 2.3541 1.6434
17 H -0.6629 0.6980 1.7060

## Properties
* SMILES: C[C@H]1CCCN1
* E: -251.8032 Ha
* F_max: 0.065 Eh/bohr
* spin multiplicity: 1

***

# 9
Molecular formula: C25H65N5O14
Method: DFT, ωB97M-V/def2-TZVPD

Element x y z (Å)
1 C -1.0350 4.4492 -0.2650
2 O -0.0771 3.5471 -0.8827
3 H -1.0129 4.1794 0.7909
4 H -0.6934 5.4738 -0.4121
5 H -1.9813 4.2863 -0.7807
6 H -0.4900 2.6807 -0.8601
7 C 1.2974 -3.5283 0.8593
8 O 0.1516 -2.8340 1.1388
9 H 1.8511 -3.6941 1.7835
10 H 1.1670 -4.4565 0.3030
11 H 1.8917 -2.8306 0.2692
12 H -0.3717 -3.2983 1.7962
13 C -3.3865 2.6701 2.3070
14 O -3.8094 1.4314 2.8176
15 H -3.3244 2.6427 1.2192
16 H -4.1194 3.4595 2.4736
17 H -2.3447 2.8172 2.5920
18 H -3.0961 0.8056 2.6722
19 C 3.3071 2.6315 -1.6056
20 O 2.6089 3.8401 -1.2526
21 H 2.8241 2.2083 -2.4864
22 H 4.3772 2.7449 -1.7795
23 H 3.2885 1.9854 -0.7279
24 H 1.6613 3.7020 -1.1850
25 C 2.6540 -0.7580 -3.0708
26 O 3.8747 -0.6586 -2.3436
27 H 2.0337 0.1382 -3.0557
28 H 2.7429 -0.9496 -4.1401
29 H 1.9972 -1.5201 -2.6515
30 H 4.1751 -1.5479 -2.1422
31 C 0.3439 0.2692 -0.8231
32 O -0.7069 0.9984 -0.1827
33 H 0.8090 -0.2971 -0.0162
34 H -0.1480 -0.4078 -1.5216
35 H 0.9528 0.9362 -1.4333
36 H -1.0894 0.4535 0.5089
37 C -0.0689 -4.0456 -2.2864
38 C -0.4669 -4.3244 -3.7209
39 C -1.5750 -3.4295 -4.2567
40 O -1.0524 -3.0601 -5.5243
41 C 0.2559 -3.3489 -5.5845
42 O 0.9476 -3.1792 -6.5879
43 O 0.6247 -3.9684 -4.5152
44 H 0.8909 -4.5107 -2.0616
45 H -0.7706 -4.5678 -1.6361
46 H -0.2250 -3.0072 -1.9943
47 H -0.7945 -5.3589 -3.8233
48 H -1.7510 -2.5210 -3.6807
49 H -2.5449 -3.9090 -4.3895
50 C -0.6104 -0.4515 3.2500
51 O -1.2619 0.2145 2.4320
52 N -0.3916 -0.1234 4.5580
53 C 0.3353 -1.0584 5.4595
54 C -1.0018 1.0743 5.1606
55 H -0.1490 -1.4319 3.0546
56 H 0.7916 -1.8684 4.8904
57 H -0.3046 -1.5558 6.1883
58 H 1.1030 -0.4800 5.9735
59 H -1.5898 1.5782 4.3935
60 H -1.6930 0.7783 5.9497
61 H -0.1278 1.6625 5.4404
62 C -1.1026 1.0289 -5.0028
63 O -0.0661 1.5978 -4.6286
64 N -2.3512 1.0511 -4.3587
65 C -3.5809 0.4441 -4.9675
66 C -2.5082 1.8248 -3.1209
67 H -1.1867 0.4454 -5.9327
68 H -4.1909 -0.2976 -4.4519
69 H -3.3465 0.0611 -5.9607
70 H -4.3242 1.2393 -5.0241
71 H -2.8757 2.8174 -3.3812
72 H -3.2105 1.4227 -2.3906
73 H -1.6305 2.0606 -2.5191
74 C -4.1870 -3.5103 -1.7744
75 O -3.3267 -4.4068 -1.7001
76 N -4.0972 -2.2393 -1.2610
77 C -2.8834 -1.8554 -0.5153
78 C -5.0393 -1.2061 -1.5982
79 H -5.0701 -3.6365 -2.4197
80 H -2.1287 -1.3691 -1.1334
81 H -2.3410 -2.7391 -0.1793
82 H -3.0751 -1.2526 0.3723
83 H -6.0000 -1.5591 -1.9731
84 H -5.1802 -0.5648 -0.7281
85 H -4.5134 -0.6605 -2.3817
86 C 3.0869 3.6901 2.3178
87 O 4.1653 4.0861 2.7382
88 N 2.1259 3.0425 3.0428
89 C 0.9062 2.7271 2.4549
90 C 2.2445 2.6568 4.4541
91 H 2.6595 3.8469 1.3153
92 H 0.9245 3.0353 1.4096
93 H 0.0309 3.1224 2.9703
94 H 0.7819 1.6509 2.3341
95 H 1.5482 3.1349 5.1430
96 H 2.0403 1.5867 4.4166
97 H 3.2053 2.8449 4.9333
98 C 4.2437 -1.3904 4.0588
99 O 5.1588 -1.4026 4.9048
100 N 4.1044 -0.5280 3.0271
101 C 3.0121 -0.6186 2.0156
102 C 5.1137 0.5546 2.9213
103 H 3.3782 -2.0703 4.0877
104 H 3.5266 -0.7630 1.0656
105 H 2.4956 0.3412 2.0158
106 H 2.3773 -1.4735 2.2485
107 H 4.6674 1.4884 2.5793
108 H 5.6857 0.7595 3.8262
109 H 5.8403 0.3046 2.1482

## Properties
* E: -2318.2140 Ha
* F_max: 0.095 Eh/bohr
* spin multiplicity: 2
* total charge: +1

***

# 10
Molecular formula: CH3N2OS
Method: DFT, ωB97M-V/def2-TZVPD

Element x y z (Å)
1 C 0.0189 -0.1795 -0.0540
2 N -0.1591 -1.3693 0.1015
3 N 1.2919 0.3205 0.0547
4 O 2.3963 -0.5050 -0.2018
5 S 3.8310 0.0503 0.0581
6 H -0.6008 0.5905 -0.3166
7 H -0.9690 -1.7345 -0.2235
8 H 1.5969 1.2441 0.2036

## Properties
* E: -622.3582 Ha
* F_max: 0.075 Eh/bohr
* spin multiplicity: 1
* total charge: +1

***

# 11
Molecular formula: C4H5NO
Method: DFT, ωB97M-V/def2-TZVPD

Element x y z (Å)
1 C 1.1842 0.1274 -1.2017
2 C -0.0864 -1.0781 -1.0004
3 C -0.0717 0.2456 -0.3326
4 C 0.1442 0.1751 1.5047
5 N 0.7984 -0.6722 -2.1043
6 O -1.1989 1.0207 -0.6100
7 H 0.0141 -2.1045 -0.4998
8 H -0.8276 -0.2241 1.7784
9 H 0.1483 1.2804 1.8975
10 H 0.9367 -0.5605 1.6836
11 H -1.0413 1.7902 -1.1154

## Properties
* SMILES: C[C@@]1(O)C2=N[C@@H]21
* E: -285.1894 Ha
* F_max: 0.100 Eh/bohr
* spin multiplicity: 1